Below is a structure of composition C37H40HfN2O7SSi in a non-equilibrium geometry, with properties calculated with wB97M-V/def2-TZVPD.

Each line ends with the natural charge from an NBO analysis.
Cartesian coordinates (Å):
Hf 0.8486 -0.2822 -0.3585  2.4674
C -2.6283 3.5540 4.3723  -0.2771
O -1.3379 3.2682 4.9452  -0.4757
C -0.4760 2.5847 4.2221  0.5051
C 0.7839 2.3764 4.8480  -0.3171
C 1.7461 1.6913 4.1932  -0.1036
C 1.5317 1.1727 2.8827  -0.3502
C 2.5255 0.4063 2.2478  0.6196
C 3.8833 0.2181 2.8596  -0.7039
O 2.3385 -0.2054 1.1491  -0.7669
C 0.2724 1.4232 2.2516  0.5458
O 0.0558 1.0426 1.0169  -0.8517
C -0.7274 2.1076 2.9451  -0.4561
H -3.1741 4.0916 5.1388  0.2080
H -3.1554 2.6426 4.1208  0.2397
H -2.5074 4.1863 3.4902  0.1798
H 0.9375 2.7705 5.8449  0.2346
H 2.6995 1.5217 4.6813  0.2160
H 3.8160 -0.3892 3.7664  0.2434
H 4.3280 1.1777 3.1279  0.2427
H 4.5225 -0.2889 2.1414  0.2424
H -1.6899 2.2446 2.4635  0.2565
C 1.8813 2.5134 -0.7298  -1.1191
Si 0.3621 2.4323 -1.8705  1.8415
C -1.0508 3.3820 -1.1350  -1.1453
C 0.9161 3.2001 -3.4798  -1.1420
N -0.0133 0.7181 -1.9288  -1.3045
C -0.8879 0.1074 -2.8445  0.1107
C -1.5647 0.7977 -3.8575  -0.2361
C -2.3514 0.1463 -4.7938  -0.1867
C -2.4855 -1.2326 -4.7511  -0.2256
C -1.8614 -1.9413 -3.7339  -0.2670
C -1.1126 -1.2692 -2.7898  0.2958
O -0.4888 -1.9482 -1.7115  -0.5672
C -1.0005 -3.2102 -1.3833  0.3333
C -2.3068 -3.3669 -0.9569  -0.2758
C -2.7295 -4.6294 -0.5681  -0.1746
C -1.8553 -5.7114 -0.6066  -0.2109
C -0.5496 -5.5327 -1.0433  -0.2020
C -0.1168 -4.2716 -1.4409  -0.2964
H 2.5632 3.3016 -1.0582  0.2705
H 2.4881 1.5932 -0.7454  0.2382
H 1.5992 2.7378 0.3015  0.2522
H -0.7542 4.4167 -0.9242  0.2438
H -1.3646 2.9097 -0.2004  0.2538
H -1.9145 3.4115 -1.8110  0.2455
H 0.7607 4.2853 -3.4315  0.2461
H 0.3824 2.8249 -4.3590  0.2423
H 1.9836 3.0150 -3.6310  0.2470
H -1.4718 1.8797 -3.8975  0.2150
H -2.8561 0.7235 -5.5613  0.2201
H -3.0813 -1.7585 -5.4849  0.2227
H -1.9718 -3.0161 -3.6725  0.2312
H -2.9837 -2.5223 -0.9248  0.2546
H -3.7488 -4.7602 -0.2206  0.2363
H -2.1960 -6.6939 -0.3002  0.2263
H 0.1372 -6.3699 -1.0798  0.2249
H 0.8959 -4.0984 -1.7921  0.2398
N 0.2322 -2.1108 1.0489  -0.8938
C -1.0787 -1.7210 1.5882  0.0887
C -1.8853 -0.8911 0.8175  -0.2336
C -3.1213 -0.5003 1.2855  -0.1384
C -3.5627 -0.9396 2.5302  -0.2995
C -2.7535 -1.7550 3.3080  -0.1803
C -1.5083 -2.1489 2.8299  -0.2317
S -5.1570 -0.3445 3.1105  2.4255
O -5.4214 -1.1161 4.3052  -1.0050
O -6.0458 -0.5889 1.9942  -1.0038
O -4.8862 1.0704 3.3436  -1.0337
H 0.8684 -2.2869 1.8112  0.4092
H 0.1280 -2.9877 0.5482  0.4174
H -1.5424 -0.5203 -0.1464  0.1903
H -3.7700 0.1428 0.6962  0.2427
H -3.1219 -2.0801 4.2769  0.2553
H -0.8727 -2.8007 3.4249  0.2100
C 2.4254 -1.4161 -1.4839  -1.0700
C 3.4692 -0.4279 -1.9131  -0.0180
C 3.2970 0.3373 -3.0716  -0.2385
C 4.2277 1.2952 -3.4479  -0.2045
C 5.3574 1.5240 -2.6704  -0.2429
C 5.5532 0.7601 -1.5258  -0.2196
C 4.6262 -0.2081 -1.1611  -0.1831
H 2.8865 -2.1890 -0.8621  0.2310
H 1.9980 -1.8931 -2.3684  0.2368
H 2.4139 0.1747 -3.6828  0.2165
H 4.0768 1.8665 -4.3582  0.2137
H 6.0823 2.2768 -2.9616  0.2149
H 6.4426 0.9124 -0.9215  0.2108
H 4.7975 -0.8119 -0.2769  0.1959

Values from the calculation:
- electronic energy (eV) = -76354.7702
- lowest unoccupied orbital energy (eV) = -1.03
- HOMO (eV) = -7.9
- orbital gap (eV) = 6.9